1.
{
  "formula": "C33H59CdIN5O5SSi",
  "method": "the ωB97M-V functional and the def2-TZVPD basis",
  "symbols": ["Cd", "O", "C", "C", "O", "C", "C", "O", "C", "O", "O", "N", "C", "C", "N", "H", "H", "H", "H", "H", "H", "H", "H", "I", "C", "C", "C", "C", "N", "C", "H", "H", "H", "H", "C", "C", "C", "C", "Si", "C", "C", "C", "C", "C", "C", "C", "C", "H", "H", "H", "H", "H", "H", "H", "H", "H", "H", "H", "H", "H", "H", "H", "H", "H", "H", "H", "H", "H", "H", "H", "H", "H", "H", "H", "C", "C", "C", "C", "N", "C", "S", "N", "C", "C", "C", "C", "H", "H", "H", "H", "H", "H", "H", "H", "H", "H", "H", "H", "H", "H", "H", "H", "H", "H", "H", "H"],
  "coordinates": [[0.5643, 0.2070, -0.5352], [-5.4354, 0.8825, -2.6366], [-4.3884, 0.7652, -2.0381], [-3.4882, 1.8764, -1.5493], [-3.7592, 3.0590, -1.4829], [-2.2429, 1.2095, -1.1224], [-2.3757, -0.2082, -1.2614], [-1.4163, -1.0207, -1.0472], [-3.7549, -0.5125, -1.5787], [-4.3626, -1.5906, -1.4344], [-1.2022, 1.7569, -0.6816], [0.8748, -2.4189, -0.1427], [1.2438, -2.8125, 1.2124], [1.9273, -1.6222, 1.8789], [1.0144, -0.4772, 1.7723], [-0.1124, -2.5267, -0.3459], [1.3992, -2.8992, -0.8572], [1.8929, -3.6914, 1.2280], [0.3499, -3.0452, 1.7926], [2.8565, -1.3891, 1.3520], [2.1715, -1.8661, 2.9187], [1.3241, 0.3246, 2.3070], [0.1017, -0.7562, 2.1386], [-0.3095, 6.5677, 1.6249], [-0.5815, 4.5770, 2.1944], [-1.3820, 4.2582, 3.2771], [-1.5161, 2.9205, 3.6083], [-0.8258, 1.9756, 2.8634], [-0.0438, 2.2878, 1.8314], [0.0581, 3.5692, 1.4915], [-1.8921, 5.0284, 3.8397], [-2.1481, 2.6104, 4.4302], [-0.9320, 0.9215, 3.0980], [0.6568, 3.7955, 0.6195], [3.4334, -1.7436, -2.5187], [3.0910, -0.4796, -3.3298], [4.3373, -0.0660, -4.1260], [2.0127, -0.9139, -4.3342], [2.3779, 0.9399, -2.1941], [1.4958, 2.2802, -3.3169], [2.2852, 2.7760, -4.5352], [1.1451, 3.4953, -2.4437], [0.1520, 1.7260, -3.8325], [3.8538, 1.7519, -1.1775], [3.2915, 2.4882, 0.0466], [4.7963, 0.6762, -0.6246], [4.6990, 2.7492, -1.9817], [4.0856, -2.3951, -3.1132], [2.5216, -2.3039, -2.3151], [3.9226, -1.5546, -1.5665], [4.6344, -0.8844, -4.7950], [5.1882, 0.1429, -3.4759], [4.1637, 0.8165, -4.7407], [2.3164, -1.8517, -4.8171], [1.8688, -0.1756, -5.1233], [1.0485, -1.0834, -3.8469], [3.2534, 3.1995, -4.2672], [1.7108, 3.5578, -5.0489], [2.4504, 1.9766, -5.2597], [2.0299, 4.0287, -2.0934], [0.5307, 3.2043, -1.5888], [0.5524, 4.2039, -3.0346], [0.2761, 1.0612, -4.6856], [-0.4841, 2.5575, -4.1579], [-0.3995, 1.1865, -3.0614], [2.7138, 1.8175, 0.6879], [2.6470, 3.3178, -0.2360], [4.1158, 2.9015, 0.6439], [4.2556, -0.0446, -0.0045], [5.5579, 1.1509, 0.0075], [5.3173, 0.1306, -1.4108], [4.1227, 3.6304, -2.2640], [5.1036, 2.3078, -2.8939], [5.5473, 3.0941, -1.3754], [-5.9769, -1.1420, 3.9945], [-5.7825, 0.3730, 3.9928], [-5.2852, 0.9452, 2.6654], [-3.9014, 0.4531, 2.2439], [-3.9622, -0.8252, 1.5626], [-3.1710, -1.8954, 1.7731], [-2.1113, -1.9924, 3.1051], [-3.3545, -2.8783, 0.8767], [-2.5146, -4.0491, 0.7317], [-3.3372, -5.3384, 0.6064], [-3.5228, -6.0851, 1.9263], [-4.2920, -5.2837, 2.9738], [-6.4145, -1.4724, 4.9388], [-5.0276, -1.6639, 3.8678], [-6.6432, -1.4497, 3.1853], [-5.0706, 0.6427, 4.7801], [-6.7299, 0.8593, 4.2433], [-5.2515, 2.0352, 2.7366], [-6.0019, 0.7062, 1.8721], [-3.2583, 0.3278, 3.1134], [-3.4338, 1.1891, 1.5814], [-4.4970, -0.8431, 0.7031], [-3.8161, -2.5691, 0.0072], [-1.8549, -4.1004, 1.5976], [-1.9025, -3.9159, -0.1638], [-2.8466, -5.9988, -0.1133], [-4.3172, -5.0870, 0.1910], [-2.5381, -6.3533, 2.3232], [-4.0492, -7.0237, 1.7287], [-3.8109, -4.3246, 3.1729], [-4.3482, -5.8291, 3.9180], [-5.3116, -5.0843, 2.6358]],
  "mulliken_charge": [3.269, -0.667, 0.332, 0.073, -0.718, -0.288, 1.288, -1.161, -0.210, -0.894, -0.535, -0.255, -0.371, -0.820, -0.465, -0.115, 0.181, 0.500, -0.057, 0.078, 0.484, 0.339, -0.441, 0.050, -0.694, -0.272, -0.932, 0.043, 0.169, 0.320, 0.394, 0.475, 0.287, 0.002, -1.818, 2.806, -1.858, -2.108, -1.428, 2.761, -1.995, -1.874, -2.335, 2.838, -1.707, -1.911, -1.927, 0.527, 0.265, 0.355, 0.603, 0.294, 0.264, 0.580, 0.367, 0.319, 0.303, 0.505, 0.325, 0.356, -0.031, 0.638, 0.274, 0.596, 0.476, 0.071, 0.202, 0.622, 0.033, 0.573, 0.356, 0.343, 0.286, 0.538, -0.872, -0.576, -1.166, -0.098, 0.182, -0.110, -0.362, 0.301, -0.537, -0.991, -0.580, -0.765, 0.425, 0.074, 0.267, 0.257, 0.413, 0.399, 0.401, 0.292, -0.041, 0.253, 0.223, 0.448, 0.164, 0.377, 0.351, 0.276, 0.417, 0.027, 0.413, 0.262],
  "homo_lumo_gap_ev": 6.4,
  "total_energy_ha": -3096.09120,
  "total_charge": -1
}

2.
{
  "formula": "C33H59F2N7O7",
  "method": "the ωB97M-V functional and the def2-TZVPD basis",
  "symbols": ["F", "C", "C", "C", "C", "C", "C", "H", "H", "H", "H", "H", "F", "C", "C", "C", "C", "C", "C", "H", "H", "H", "H", "H", "C", "N", "C", "C", "O", "H", "H", "H", "H", "H", "H", "H", "C", "N", "C", "C", "O", "H", "H", "H", "H", "H", "H", "H", "C", "N", "C", "C", "O", "H", "H", "H", "H", "H", "H", "H", "C", "N", "C", "C", "O", "H", "H", "H", "H", "H", "H", "H", "C", "N", "C", "C", "O", "H", "H", "H", "H", "H", "H", "H", "C", "N", "C", "C", "O", "H", "H", "H", "H", "H", "H", "H", "C", "N", "C", "C", "O", "H", "H", "H", "H", "H", "H", "H"],
  "coordinates": [[0.3300, -4.1112, 24.6088], [0.6182, -3.5417, 23.4169], [1.6019, -2.5592, 23.3736], [1.8552, -1.9711, 22.1087], [1.2178, -2.4418, 20.9550], [0.2452, -3.4436, 21.1004], [-0.0776, -3.9827, 22.2946], [2.1170, -2.2296, 24.2673], [2.5400, -1.1239, 22.0543], [1.4396, -2.0449, 19.9943], [-0.2928, -3.7915, 20.2077], [-0.8471, -4.7309, 22.3798], [1.8522, 3.5861, 19.8562], [1.8602, 3.4895, 21.2154], [1.1846, 4.4300, 21.9516], [1.2106, 4.2173, 23.3318], [1.8631, 3.1474, 23.9260], [2.5676, 2.1853, 23.1372], [2.4949, 2.3951, 21.7748], [0.7498, 5.2771, 21.5154], [0.6728, 4.8743, 24.0537], [1.9158, 3.0192, 24.9798], [3.1193, 1.3658, 23.5424], [3.0759, 1.7115, 21.1063], [2.6710, -5.1374, 18.8242], [1.4084, -5.6243, 18.3102], [0.7287, -4.8279, 17.3341], [1.1658, -6.9610, 18.4671], [0.2941, -7.5500, 17.8823], [2.4541, -4.5428, 19.7541], [3.1745, -4.4483, 18.1639], [3.3697, -5.9099, 19.1172], [0.9535, -3.8229, 17.6386], [0.9926, -4.9731, 16.2710], [-0.3116, -5.0663, 17.3529], [1.7893, -7.4449, 19.2427], [-1.1439, 0.8681, 20.3951], [-1.4040, 0.0295, 19.2551], [-1.2880, 0.5401, 17.9177], [-1.4374, -1.3190, 19.3217], [-1.4901, -2.1551, 18.4120], [-2.0623, 1.4391, 20.4744], [-0.3448, 1.5496, 20.2109], [-0.9842, 0.3446, 21.2806], [-0.7340, 1.5044, 17.9603], [-0.6926, -0.0599, 17.2224], [-2.2018, 0.8042, 17.3308], [-1.4372, -1.5462, 20.3792], [6.4513, -5.6371, 24.4362], [5.6776, -4.6087, 23.7939], [5.1673, -4.7209, 22.4132], [5.5666, -3.3662, 24.3606], [5.0550, -2.3281, 23.9430], [5.8665, -6.5017, 24.6488], [6.8191, -5.1974, 25.3423], [7.3677, -5.9375, 23.8541], [4.6168, -5.6191, 22.1911], [4.6233, -3.7596, 22.1686], [5.9793, -4.6570, 21.7259], [6.1844, -3.3954, 25.2606], [-3.8272, -4.9251, 18.1361], [-3.4082, -5.8549, 19.1848], [-4.4585, -6.5928, 19.9429], [-2.2094, -5.7151, 19.8398], [-1.8964, -6.1795, 20.9228], [-3.0561, -4.1626, 17.9445], [-4.7740, -4.4459, 18.4985], [-3.9506, -5.4851, 17.1875], [-4.9022, -5.8624, 20.6302], [-5.1785, -6.9607, 19.2611], [-3.9990, -7.4421, 20.5103], [-1.4948, -5.1858, 19.2314], [3.7308, -9.6813, 23.8239], [2.7327, -8.6748, 23.5029], [1.3642, -9.0751, 23.6602], [2.9608, -7.7948, 22.4565], [4.0468, -7.6553, 21.9273], [3.9178, -9.5921, 24.9013], [4.6892, -9.4282, 23.3688], [3.4580, -10.7094, 23.5420], [1.1782, -9.4019, 24.6847], [0.7506, -8.2450, 23.4020], [1.0463, -9.8489, 22.9903], [2.0156, -7.2416, 22.1472], [0.8664, -5.7302, 27.5555], [1.9578, -6.4772, 26.9351], [2.8736, -5.9831, 25.9399], [2.1982, -7.7322, 27.2516], [3.0420, -8.4524, 26.7433], [1.2645, -4.8115, 27.9979], [0.5891, -6.3000, 28.4178], [0.0505, -5.5199, 26.8516], [3.2960, -6.8084, 25.3873], [2.3100, -5.3418, 25.2093], [3.7079, -5.4502, 26.3668], [1.5372, -8.1734, 28.0565], [4.6835, -1.7238, 27.0691], [3.6006, -0.7549, 26.9783], [2.5002, -0.8828, 27.9555], [3.6992, 0.3914, 26.1981], [3.0247, 1.3769, 26.3577], [4.3326, -2.7763, 26.7724], [5.1001, -1.8396, 28.0888], [5.4308, -1.5490, 26.2920], [2.6150, -0.2809, 28.8612], [1.6013, -0.5597, 27.5010], [2.4293, -1.9146, 28.1938], [4.4280, 0.2411, 25.3892]],
  "mulliken_charge": [-0.360, 0.377, -0.598, -0.888, -0.519, 0.113, -0.530, 0.723, 0.511, 0.718, -0.019, 0.559, -0.356, 0.232, -0.627, -0.340, -0.440, -0.285, -0.154, 0.551, 0.291, 0.521, 0.271, 0.320, -1.098, 0.379, -0.988, 0.110, -0.593, 0.201, 0.395, 0.462, 0.375, 0.310, 0.254, 0.222, -0.851, 0.164, -0.956, -0.170, -0.663, 0.391, 0.152, 0.391, 0.315, 0.328, 0.273, 0.598, -0.855, 0.331, -0.541, -0.009, -0.637, 0.222, 0.316, 0.302, 0.019, 0.044, 0.429, 0.416, -0.743, 0.035, -0.975, 0.607, -0.692, 0.207, 0.334, 0.246, 0.344, 0.403, 0.242, -0.101, -1.035, 0.520, -1.108, 0.453, -0.740, 0.284, 0.319, 0.292, 0.296, 0.336, 0.367, 0.055, -0.721, 0.304, -0.170, -0.060, -0.536, 0.189, 0.346, 0.237, -0.216, -0.062, 0.292, 0.282, -0.630, 0.252, -0.987, 0.081, -0.610, -0.053, 0.351, 0.344, 0.312, 0.355, 0.297, 0.353],
  "homo_lumo_gap_ev": 9.5,
  "smiles": "Fc1ccccc1.Fc1ccccc1.CN(C)C=O.CN(C)C=O.CN(C)C=O.CN(C)C=O.CN(C)C=O.CN(C)C=O.CN(C)C=O",
  "total_energy_ha": -2402.47640
}